(1)
Formula: C3H9NO2
Source: the Open Molecules 2025 dataset
Level of theory: the ωB97M-V functional and the def2-TZVPD basis

Computed properties:
Spin multiplicity: 2
Energy above the lowest of the compared OMol25 structures with the same formula, charge and spin, kcal/mol: 7.57
HOMO energy (spin up / spin down), eV: 1.1 / -5.9
DFT total energy, eV: -8841.08891
Kohn-Sham gap (spin up / spin down), eV: 2.97 / 9.93
Lowest unoccupied orbital energy (spin up / spin down), eV: 4.0 / 4.0
<S²>: 0.750
Charge: -1
Molar mass, Da: 91.11

Each line ends with the Mulliken charge.
Cartesian coordinates (Å):
1 C -0.298 -0.381 -1.795  -2.17
2 C -0.507 0.467 -0.595  0.20
3 N -1.071 -0.056 0.527  0.72
4 C -1.584 -1.396 0.772  -2.86
5 O -0.223 1.671 -0.597  -0.49
6 H -1.007 -1.151 -2.022  0.74
7 H -0.072 0.234 -2.640  0.44
8 H 0.609 -0.991 -1.658  0.50
9 H -1.468 0.683 1.079  0.23
10 H -1.607 -1.989 -0.138  0.66
11 H -2.596 -1.295 1.198  0.55
12 H -1.002 -1.866 1.578  0.64
13 H 3.233 -0.543 1.322  0.48
14 H 2.582 0.689 0.641  0.35
15 O 3.233 0.420 1.306  -1.00

(2)
Formula: C41H49N7NaO5S2Si
Source: the Open Molecules 2025 dataset
Level of theory: the ωB97M-V functional and the def2-TZVPD basis

Computed properties:
Spin multiplicity: 1
HOMO energy, eV: -4.7
DFT total energy, eV: -97952.56564
Kohn-Sham gap, eV: 6.53
Lowest unoccupied orbital energy, eV: 1.8
Charge: -1
Molar mass, Da: 835.10

Each line ends with the Mulliken charge.
Cartesian coordinates (Å):
1 Na -0.476 1.995 -0.105  0.57
2 N 0.361 2.517 3.933  0.23
3 C 0.008 2.888 2.688  -0.65
4 N 0.789 2.901 1.663  -0.25
5 C 2.081 2.371 1.810  -0.61
6 N 2.825 2.038 0.819  -1.57
7 N 2.147 1.941 -0.374  1.97
8 C 2.695 2.368 -1.427  -1.27
9 C 1.950 2.208 -2.707  1.09
10 C 2.540 2.546 -3.915  -1.03
11 C 1.792 2.424 -5.078  -0.41
12 C 0.486 1.980 -4.989  -1.16
13 C -0.019 1.664 -3.732  -0.44
14 N 0.695 1.764 -2.620  0.62
15 C 2.593 2.158 3.174  1.15
16 C 3.920 1.827 3.440  -0.03
17 C 4.323 1.524 4.725  -0.85
18 C 3.393 1.542 5.766  -0.41
19 C 2.076 1.871 5.522  -1.02
20 C 1.681 2.179 4.223  0.10
21 H -0.357 2.374 4.623  0.26
22 H -1.024 3.209 2.574  0.57
23 H 3.664 2.873 -1.429  0.24
24 H 3.562 2.903 -3.939  0.47
25 H 2.225 2.679 -6.038  0.40
26 H -0.139 1.883 -5.867  0.46
27 H -1.046 1.334 -3.603  0.62
28 H 4.610 1.789 2.608  0.44
29 H 5.353 1.258 4.922  0.41
30 H 3.702 1.294 6.773  0.40
31 H 1.348 1.882 6.324  0.38
32 O -4.626 1.187 -1.302  -0.80
33 S -3.353 1.227 -0.603  1.21
34 O -3.463 1.323 0.850  -0.70
35 N -2.333 2.321 -1.156  -0.06
36 C -2.641 3.643 -0.850  0.28
37 C -3.921 4.111 -0.568  -0.58
38 C -4.179 5.443 -0.207  -0.78
39 C -3.184 6.374 -0.127  -0.99
40 C -1.866 5.971 -0.433  1.24
41 C -0.787 6.885 -0.391  -0.72
42 C 0.473 6.477 -0.705  -1.17
43 C 0.664 5.126 -1.058  0.04
44 N -0.297 4.246 -1.108  0.16
45 C -1.571 4.633 -0.804  0.04
46 C -2.568 -0.323 -0.905  1.16
47 C -3.450 -1.486 -0.698  -1.61
48 C -3.008 -2.713 -0.959  -2.04
49 C -1.616 -3.015 -1.486  2.44
50 C -0.658 -1.891 -1.038  1.19
51 C -1.268 -0.526 -1.116  -0.47
52 H -4.747 3.417 -0.623  0.54
53 H -5.202 5.729 0.011  0.38
54 H -3.380 7.402 0.153  0.36
55 H -0.986 7.913 -0.109  0.39
56 H 1.315 7.156 -0.678  0.41
57 H 1.662 4.770 -1.297  0.27
58 H -4.452 -1.319 -0.324  0.54
59 H -3.643 -3.574 -0.782  0.58
60 H -1.159 -4.154 0.007  0.20
61 H 0.245 -1.915 -1.651  0.03
62 H -0.577 0.284 -1.273  0.09
63 C -2.571 -3.991 2.966  -1.71
64 C -1.080 -3.833 2.703  1.62
65 C -0.429 -3.011 3.809  -1.70
66 C -0.396 -5.191 2.583  -1.58
67 O -0.970 -3.194 1.435  0.79
68 Si 0.053 -2.050 0.769  -1.28
69 S 0.252 -0.279 1.746  -0.26
70 O 1.468 -2.928 0.633  -0.69
71 C 2.817 -2.546 0.401  2.16
72 C 3.563 -3.840 0.104  -2.08
73 C 2.894 -1.601 -0.795  -1.21
74 C 3.406 -1.875 1.637  -1.47
75 O -1.195 -4.276 -0.957  -0.90
76 C -1.634 -3.239 -3.039  1.87
77 C -2.666 -4.321 -3.381  -1.88
78 C -0.253 -3.712 -3.516  -1.74
79 C -2.002 -1.974 -3.813  -1.96
80 H -2.743 -4.470 3.933  0.44
81 H -3.029 -4.599 2.183  0.28
82 H -3.052 -3.012 2.961  0.31
83 H -0.561 -3.532 4.761  0.52
84 H -0.875 -2.018 3.870  0.32
85 H 0.638 -2.876 3.623  0.23
86 H -0.450 -5.738 3.528  0.48
87 H 0.651 -5.053 2.307  0.09
88 H -0.877 -5.791 1.807  0.34
89 H 3.143 -4.321 -0.782  0.41
90 H 3.459 -4.526 0.948  0.36
91 H 4.625 -3.647 -0.064  0.38
92 H 2.427 -2.059 -1.669  0.14
93 H 3.938 -1.377 -1.034  0.62
94 H 2.386 -0.657 -0.571  -0.15
95 H 3.319 -2.538 2.502  0.30
96 H 2.877 -0.949 1.868  -0.01
97 H 4.464 -1.656 1.466  0.49
98 H -2.464 -5.245 -2.840  0.29
99 H -2.632 -4.529 -4.454  0.46
100 H -3.679 -3.991 -3.140  0.40
101 H 0.118 -4.531 -2.903  0.32
102 H 0.479 -2.902 -3.493  0.19
103 H -0.324 -4.054 -4.553  0.49
104 H -2.985 -1.591 -3.531  0.22
105 H -2.018 -2.208 -4.882  0.70
106 H -1.271 -1.179 -3.661  0.15

(3)
Formula: C11H15NO2S
Source: the Open Molecules 2025 dataset
Level of theory: the ωB97M-V functional and the def2-TZVPD basis

Computed properties:
Spin multiplicity: 1
Energy above the lowest of the compared OMol25 structures with the same formula, charge and spin, kcal/mol: 92.29
HOMO energy (spin up / spin down), eV: -6.2 / -6.2
DFT total energy, eV: -28065.96106
Kohn-Sham gap (spin up / spin down), eV: 6.14 / 6.14
Lowest unoccupied orbital energy (spin up / spin down), eV: -0.1 / -0.1
Molar mass, Da: 225.31

Each line ends with the Mulliken charge.
Cartesian coordinates (Å):
1 C 1.844 2.258 -0.929  -0.57
2 C 3.075 2.001 -0.424  -0.45
3 C 0.848 1.360 -0.747  -0.31
4 C 3.342 0.780 0.115  -0.71
5 C 1.063 0.040 -0.034  0.42
6 C 2.438 -0.303 0.254  -0.02
7 C -1.453 -0.128 0.111  0.82
8 C 0.017 -2.684 -1.166  -0.89
9 C -1.172 1.974 1.288  -0.92
10 C -3.701 -0.674 0.239  -0.78
11 C -0.026 -2.127 0.250  -0.61
12 N -0.188 -0.622 0.115  0.23
13 O -1.765 1.129 0.247  -0.44
14 O -2.386 -0.971 -0.109  -0.30
15 S 3.463 -1.665 0.566  -0.48
16 H 1.496 3.155 -1.456  0.34
17 H 3.889 2.841 -0.371  0.21
18 H -0.158 1.641 -1.126  0.46
19 H 4.304 0.592 0.566  0.38
20 H -0.945 -2.563 -1.748  0.28
21 H 0.791 -2.092 -1.728  0.28
22 H 0.186 -3.785 -0.950  0.32
23 H -0.827 2.809 0.852  0.42
24 H -0.341 1.432 1.697  0.39
25 H -1.841 2.185 2.041  0.39
26 H -4.494 -1.311 -0.169  0.25
27 H -3.857 0.277 -0.212  0.33
28 H -3.776 -0.596 1.301  0.32
29 H -0.840 -2.544 0.899  0.39
30 H 1.012 -2.410 0.626  0.23

(4)
Formula: C5H6N2
Source: the Open Molecules 2025 dataset
Level of theory: the ωB97M-V functional and the def2-TZVPD basis

Computed properties:
Spin multiplicity: 1
Energy above the lowest of the compared OMol25 structures with the same formula, charge and spin, kcal/mol: 130.36
HOMO energy (spin up / spin down), eV: -8.7 / -8.7
DFT total energy, eV: -8256.70551
Kohn-Sham gap (spin up / spin down), eV: 8.86 / 8.86
Lowest unoccupied orbital energy (spin up / spin down), eV: 0.2 / 0.2
Molar mass, Da: 94.12

Each line ends with the Mulliken charge.
Cartesian coordinates (Å):
1 C -3.048 0.033 -0.076  0.23
2 C -0.676 -2.233 0.261  -0.47
3 C -0.232 -1.130 -0.402  -0.38
4 C -1.751 0.587 -0.264  0.41
5 C -0.005 2.119 0.157  -0.55
6 N -3.826 -0.689 0.315  -0.40
7 N -1.289 1.700 -0.140  -0.40
8 H -0.015 -3.109 0.424  0.27
9 H -1.648 -2.077 0.732  0.17
10 H 0.371 -1.070 -1.224  0.39
11 H -0.056 2.249 1.314  0.24
12 H 0.273 3.014 -0.328  0.26
13 H 0.841 1.345 -0.243  0.22

(5)
Formula: C26H34Cl2CsN3O3S3
Source: the Open Molecules 2025 dataset
Level of theory: the ωB97M-V functional and the def2-TZVPD basis

Computed properties:
Spin multiplicity: 1
Energy above the lowest of the compared OMol25 structures with the same formula, charge and spin, kcal/mol: 52.30
HOMO energy, eV: -6.7
DFT total energy, eV: -96224.14745
Kohn-Sham gap, eV: 6.57
Lowest unoccupied orbital energy, eV: -0.1
Molar mass, Da: 736.59

Each line ends with the Mulliken charge.
Cartesian coordinates (Å):
1 Cs -0.406 0.641 1.755  1.19
2 C -6.541 3.097 -1.460  -0.56
3 C -5.771 1.917 -2.080  -0.66
4 S -4.043 1.625 -1.517  -0.08
5 C -3.275 3.292 -1.813  -0.69
6 C -2.553 3.613 -0.478  -0.18
7 S -3.357 2.607 0.753  -0.30
8 C -4.710 3.714 1.160  -0.92
9 C -6.065 3.052 1.442  -0.59
10 S -7.250 2.654 0.137  -0.19
11 H -7.337 3.335 -2.165  0.39
12 H -5.854 3.959 -1.366  0.15
13 H -5.603 2.059 -3.142  0.36
14 H -6.384 1.056 -1.870  0.41
15 H -3.982 4.096 -2.076  0.41
16 H -2.528 3.219 -2.658  0.36
17 H -2.605 4.674 -0.195  0.43
18 H -1.527 3.318 -0.546  -0.02
19 H -4.777 4.535 0.412  0.34
20 H -4.451 4.165 2.059  0.51
21 H -6.529 3.595 2.246  0.45
22 H -5.855 2.079 1.848  0.29
23 Cl 6.849 2.937 -0.947  -0.18
24 C 6.783 1.310 -0.391  0.82
25 C 7.901 0.746 0.309  -0.60
26 C 7.795 -0.571 0.745  -0.33
27 C 6.702 -1.343 0.388  -0.70
28 C 5.596 -0.779 -0.259  0.56
29 Cl 4.183 -1.780 -0.389  -0.17
30 C 5.603 0.608 -0.613  -1.03
31 N 4.448 1.262 -1.192  0.28
32 C 4.111 1.477 -2.511  0.83
33 C 5.061 1.207 -3.530  -0.47
34 C 4.700 1.141 -4.832  -0.67
35 C 3.377 1.355 -5.196  -0.69
36 C 2.470 1.848 -4.252  -0.49
37 C 2.802 1.897 -2.898  0.40
38 C 1.782 2.606 -2.007  -1.18
39 C 1.117 1.630 -0.975  0.69
40 O -0.125 1.460 -0.893  -0.67
41 O 1.938 1.035 -0.151  -1.08
42 H 8.758 1.402 0.529  0.35
43 H 8.650 -1.040 1.282  0.31
44 H 6.563 -2.294 0.838  0.41
45 H 3.643 1.244 -0.539  0.20
46 H 6.101 1.166 -3.256  0.37
47 H 5.473 1.009 -5.546  0.41
48 H 2.937 1.256 -6.174  0.36
49 H 1.572 2.305 -4.632  0.34
50 H 0.914 3.080 -2.495  0.29
51 H 2.265 3.377 -1.499  0.56
52 C -1.701 -3.889 0.280  -0.93
53 N -1.449 -4.496 1.587  0.22
54 C -2.114 -5.747 1.947  -0.51
55 C -2.285 -5.895 3.443  -0.69
56 C -1.086 -5.514 4.202  -0.71
57 N -0.637 -4.163 3.754  0.09
58 C -0.218 -3.323 4.876  -1.01
59 C -0.928 -3.630 2.561  0.49
60 O -0.784 -2.382 2.329  -0.74
61 H -1.416 -2.779 0.372  0.22
62 H -2.780 -4.077 0.068  0.33
63 H -0.911 -4.228 -0.458  0.28
64 H -1.469 -6.573 1.554  0.27
65 H -3.137 -5.784 1.505  0.31
66 H -2.628 -6.914 3.717  0.39
67 H -3.155 -5.329 3.799  0.31
68 H -0.286 -6.194 4.163  0.30
69 H -1.337 -5.465 5.271  0.40
70 H 0.675 -3.837 5.417  0.30
71 H -0.991 -3.288 5.703  0.31
72 H 0.068 -2.347 4.551  0.31